Entry 1:
Formula: C2HFI2O
Source: the OMol25 dataset
Level of theory: the ωB97M-V functional and the def2-TZVPD basis

CARTESIAN COORDINATES (ANGSTROEM)
C -0.497 0.306 0.666
C 0.430 -0.326 -0.276
O -0.150 0.835 1.669
F 1.688 -0.346 0.176
I -0.363 -2.167 -0.980
I 0.521 1.451 -1.803
H -1.630 0.247 0.547

Properties
ΔE to the lowest compared entry with this formula, charge and spin	15.6	kJ/mol
DFT total energy	-847.25258	Ha
SMILES string	O=CC(F)(I)I

***

Entry 2:
Formula: C2HFI2O
Source: the OMol25 dataset
Level of theory: the ωB97M-V functional and the def2-TZVPD basis

CARTESIAN COORDINATES (ANGSTROEM)
C 1.036 0.663 0.312
C 0.286 -0.560 0.439
O 1.437 1.401 1.174
F -0.458 -0.667 1.554
I -3.064 0.055 -1.437
I -0.479 -1.570 -1.154
H 1.244 0.677 -0.887

Properties
ΔE to the lowest compared entry with this formula, charge and spin	175.0	kJ/mol
DFT total energy	-847.19185	Ha

***

Entry 3:
Formula: C2HFI4
Source: the OMol25 dataset
Level of theory: the ωB97M-V functional and the def2-TZVPD basis

CARTESIAN COORDINATES (ANGSTROEM)
C -1.602 -0.230 -0.453
C 1.238 0.383 0.213
F -1.579 -0.211 -1.754
I -1.434 -2.096 0.460
I 2.041 -1.555 0.786
I 2.009 1.415 -1.428
I 0.926 1.646 1.980
H -1.599 0.647 0.196

Properties
ΔE to the lowest compared entry with this formula, charge and spin	219.4	kJ/mol
DFT total energy	-1367.28318	Ha

***

Entry 4:
Formula: C2HFIN
Source: the OMol25 dataset
Level of theory: the ωB97M-V functional and the def2-TZVPD basis

CARTESIAN COORDINATES (ANGSTROEM)
C 1.503 -0.186 -0.517
C -0.093 -3.176 -2.310
N 0.559 -0.365 0.060
F -0.677 -3.259 -1.114
I -1.494 -2.075 -3.519
H 2.388 0.056 -1.118

Properties
ΔE to the lowest compared entry with this formula, charge and spin	264.0	kJ/mol
DFT total energy	-528.98299	Ha

***

Entry 5:
Formula: C2HFN2O2
Source: the OMol25 dataset
Level of theory: the ωB97M-V functional and the def2-TZVPD basis

CARTESIAN COORDINATES (ANGSTROEM)
C 1.187 -0.510 -0.073
C -0.515 0.912 0.081
N -0.039 -1.369 0.025
N -0.986 -0.346 0.077
O -1.044 1.980 0.002
O 0.922 0.754 0.055
F 2.444 -0.904 0.005
H -1.969 -0.518 -0.172

Properties
ΔE to the lowest compared entry with this formula, charge and spin	154.9	kJ/mol
DFT total energy	-436.61992	Ha
SMILES string	O=c1[nH]nc(F)o1

***

Entry 6:
Formula: C2HFO
Source: the OMol25 dataset
Level of theory: the ωB97M-V functional and the def2-TZVPD basis

CARTESIAN COORDINATES (ANGSTROEM)
C -0.022 0.090 -0.468
C 0.051 -0.186 0.813
O 0.014 -0.418 1.949
F 0.759 0.916 -1.257
H -0.802 -0.402 -1.037

Properties
ΔE to the lowest compared entry with this formula, charge and spin	0.0	kJ/mol
DFT total energy	-251.84408	Ha
SMILES string	O=C=CF

***

Entry 7:
Formula: C2HFO2Yb
Source: the OMol25 dataset
Level of theory: the ωB97M-V functional and the def2-TZVPD basis

CARTESIAN COORDINATES (ANGSTROEM)
C -0.251 -0.171 -0.189
C 0.833 -0.521 -0.925
O 1.335 -1.547 -1.380
O -0.254 1.228 0.319
H 0.712 1.555 0.331
Yb -1.713 -0.091 1.616
F 1.859 0.740 -0.841

Properties
ΔE to the lowest compared entry with this formula, charge and spin	41.8	kJ/mol
DFT total energy	-1485.67393	Ha

***

Entry 8:
Formula: C2HI3
Source: the OMol25 dataset
Level of theory: the ωB97M-V functional and the def2-TZVPD basis

CARTESIAN COORDINATES (ANGSTROEM)
C 0.288 -1.353 -0.003
C 1.073 -0.532 0.468
I -0.940 -2.969 0.079
I -1.835 2.428 -0.260
I 2.316 1.067 0.435
H -0.902 1.360 -0.720

Properties
ΔE to the lowest compared entry with this formula, charge and spin	154.4	kJ/mol
DFT total energy	-969.78117	Ha
SMILES string	IC#CI.I

***

Entry 9:
Formula: C2HIN3
Source: the OMol25 dataset
Level of theory: the ωB97M-V functional and the def2-TZVPD basis

CARTESIAN COORDINATES (ANGSTROEM)
C -1.303 0.014 0.018
C -0.448 -1.027 0.090
N -0.473 1.076 -0.060
N 0.855 -0.539 0.172
N 0.754 0.768 0.058
I 2.935 -0.550 -0.009
H -2.321 0.258 -0.269

Properties
total charge	+1
ΔE to the lowest compared entry with this formula, charge and spin	337.3	kJ/mol
DFT total energy	-538.17386	Ha

***

Entry 10:
Formula: C2HN2OS
Source: the OMol25 dataset
Level of theory: the ωB97M-V functional and the def2-TZVPD basis

CARTESIAN COORDINATES (ANGSTROEM)
C 1.121 -0.954 0.446
C -0.223 -1.006 0.152
N -1.892 2.451 -0.115
N -1.000 2.341 -0.810
O 1.768 -0.797 1.467
S -1.545 -1.403 -0.682
H 1.771 -0.633 -0.459

Properties
total charge	-1
ΔE to the lowest compared entry with this formula, charge and spin	199.7	kJ/mol
DFT total energy	-659.74262	Ha

***

Entry 11:
Formula: C2HN3O2S
Source: the OMol25 dataset
Level of theory: the ωB97M-V functional and the def2-TZVPD basis

CARTESIAN COORDINATES (ANGSTROEM)
C 0.239 0.211 0.002
C -1.528 -0.803 0.077
H -2.339 -1.510 0.154
N 1.667 0.518 0.030
N -0.259 -1.033 0.222
N -0.621 1.147 -0.277
O 1.934 1.693 0.210
O -1.817 0.468 -0.227
S 2.724 -0.691 -0.190

Properties
ΔE to the lowest compared entry with this formula, charge and spin	323.1	kJ/mol
DFT total energy	-789.60890	Ha

***

Entry 12:
Formula: C2HN3O3
Source: the OMol25 dataset
Level of theory: the ωB97M-V functional and the def2-TZVPD basis

CARTESIAN COORDINATES (ANGSTROEM)
C 1.070 0.223 -0.134
C -0.337 0.212 -0.173
H 2.605 -0.973 0.315
N -0.927 -0.882 0.018
N -2.142 -0.626 0.098
N -2.437 0.591 0.084
O 1.544 -0.946 -0.151
O 1.746 1.223 0.196
O -1.122 1.177 -0.253

Properties
ΔE to the lowest compared entry with this formula, charge and spin	504.0	kJ/mol
DFT total energy	-466.67589	Ha
SMILES string	O=C(O)c1nnno1